Molecular formula: C24H8Cl76N3
Method: DFT, wB97M-V/def2-TZVPD

Summary:
HOMO-LUMO gap (eV): 7.4
Lowest unoccupied orbital energy (eV): -4.664
Net charge: +1

Last column: Mulliken charge in e.
Geometry (Å):
N  -3.00029  -3.73711  -0.59710  -0.5120
C  -2.19232  -4.60301  0.27895  -0.7118
C  -1.24572  -3.80582  1.11186  0.4188
C  -0.70911  -2.58168  0.72871  0.3735
C  0.20499  -1.96843  1.60992  -1.1274
N  0.62569  -2.40332  2.78017  -0.5940
N  0.04111  -3.55225  3.08689  0.2213
C  -0.81680  -4.24047  2.36974  -0.4000
H  -3.64222  -4.32347  -1.12313  0.2573
H  -3.61395  -3.20620  0.02020  0.2190
H  -2.84273  -5.27248  0.85085  0.5062
H  -1.59296  -5.22730  -0.39288  0.1919
H  -0.96075  -2.10133  -0.20948  0.3095
H  0.62273  -1.01483  1.31826  0.9371
H  0.30295  -3.92576  3.99661  0.3212
H  -1.18323  -5.18165  2.76388  0.4877
C  -0.47441  -0.33065  6.49781  0.2874
Cl  -0.95711  1.05203  5.51805  -0.0708
Cl  -1.73256  -0.69805  7.67869  -0.0617
Cl  -0.23606  -1.73212  5.42259  -0.0656
Cl  1.03611  0.02299  7.33097  -0.0571
C  2.19935  3.64269  4.75621  0.1274
Cl  3.94694  3.82001  4.89975  -0.0023
Cl  1.55517  5.01010  3.83916  -0.0600
Cl  1.83477  2.12598  3.91190  -0.0604
Cl  1.45032  3.59639  6.36069  0.0535
C  3.57947  -2.00861  -1.25016  0.2099
Cl  3.22438  -0.59331  -2.23644  0.0236
Cl  2.25659  -2.30115  -0.07733  -0.0074
Cl  3.75674  -3.42886  -2.28014  -0.0833
Cl  5.07299  -1.73133  -0.35688  -0.0804
C  3.02336  8.19025  6.48435  0.1885
Cl  2.23245  6.61244  6.34459  -0.0036
Cl  2.23094  9.33910  5.39999  -0.0048
Cl  2.90254  8.76266  8.15383  -0.1043
Cl  4.72347  8.03732  6.03946  -0.0643
C  1.48907  11.92522  2.18965  0.3606
Cl  0.59238  10.95375  3.36644  -0.1036
Cl  3.15556  11.33997  2.09880  -0.0798
Cl  0.72436  11.77967  0.60422  -0.0920
Cl  1.48384  13.61533  2.69653  -0.0869
C  -1.95871  -8.93987  -0.86586  0.2971
Cl  -2.96172  -10.17971  -0.11736  -0.0859
Cl  -1.25063  -7.91274  0.40077  -0.1114
Cl  -0.66813  -9.69463  -1.79240  -0.0010
Cl  -2.95291  -7.93654  -1.93405  -0.1031
C  -0.64893  -0.54201  -3.68764  0.0504
Cl  -1.77577  -1.68131  -2.93179  -0.1146
Cl  0.05115  0.47119  -2.41517  -0.0866
Cl  0.63241  -1.44023  -4.50551  -0.0105
Cl  -1.51207  0.45889  -4.85532  0.1584
C  1.08588  3.47307  -5.33779  0.2682
Cl  -0.50432  3.33493  -4.56964  -0.0900
Cl  2.15122  2.17709  -4.77242  -0.0666
Cl  0.87947  3.32848  -7.08635  -0.0201
Cl  1.80595  5.03603  -4.94359  -0.1003
C  -2.69180  -2.73323  -7.63659  0.1963
Cl  -4.15557  -1.85726  -8.08572  -0.0062
Cl  -2.35986  -2.46124  -5.91922  -0.0120
Cl  -2.91054  -4.46254  -7.93094  -0.1070
Cl  -1.33054  -2.13831  -8.59635  -0.0806
C  2.20369  -12.57233  -2.60375  0.3085
Cl  3.59562  -13.64654  -2.71492  -0.0373
Cl  1.34008  -12.87387  -1.08994  -0.0847
Cl  2.75666  -10.88887  -2.63968  -0.1032
Cl  1.11752  -12.86030  -3.96724  -0.0869
C  1.97318  3.72705  10.67804  0.1046
Cl  0.54174  2.77246  10.25158  -0.0169
Cl  1.76678  4.45331  12.27652  -0.0373
Cl  3.38613  2.66398  10.69409  -0.1092
Cl  2.20352  4.99850  9.47462  0.0221
C  0.31448  2.23231  -11.10059  0.3009
Cl  -0.66726  1.10382  -10.15361  -0.0352
Cl  1.13179  3.35710  -10.00183  -0.0857
Cl  1.51989  1.34096  -12.02642  -0.0496
Cl  -0.72552  3.13918  -12.20136  -0.0920
C  7.74624  -13.57145  -2.38398  0.3550
Cl  6.71868  -12.13994  -2.22881  -0.0749
Cl  6.86737  -14.84261  -3.24803  -0.1004
Cl  9.20571  -13.15251  -3.28480  -0.0922
Cl  8.19043  -14.15361  -0.77680  -0.0908
C  5.98177  6.04323  2.30502  0.2780
Cl  4.89839  7.43648  2.35389  -0.0452
Cl  5.15339  4.68476  1.53042  -0.0677
Cl  7.43006  6.45237  1.38269  -0.0947
Cl  6.44469  5.58593  3.95347  -0.0964
C  -2.28871  5.44463  12.54770  0.2690
Cl  -1.02534  5.54206  11.31973  0.0049
Cl  -3.31787  6.87820  12.46242  -0.0969
Cl  -3.26142  3.99701  12.25569  -0.0391
Cl  -1.54769  5.34505  14.14983  -0.1115
C  -6.14390  1.59574  -7.26512  0.3061
Cl  -4.38721  1.58759  -7.04881  -0.0186
Cl  -6.60650  3.01852  -8.20577  -0.1111
Cl  -6.64505  0.13379  -8.12898  -0.1120
Cl  -6.93363  1.64076  -5.68710  -0.0642
C  -4.61574  -0.10703  12.80928  0.3384
Cl  -5.89874  -0.86245  11.85625  -0.1009
Cl  -5.27417  1.27257  13.69483  -0.0951
Cl  -3.95947  -1.28244  13.95159  -0.0903
Cl  -3.32669  0.44381  11.72703  -0.0639
C  -10.86138  2.81759  -5.41715  0.3270
Cl  -12.19875  2.09067  -6.31245  -0.0928
Cl  -11.39846  4.32781  -4.67520  -0.0929
Cl  -10.32399  1.69927  -4.15190  -0.1188
Cl  -9.51907  3.14248  -6.51672  -0.0279
C  4.08984  3.16777  -14.45036  0.3252
Cl  5.37025  4.25347  -14.99810  -0.1019
Cl  4.80588  1.66140  -13.85867  -0.1017
Cl  3.17995  3.93377  -13.14503  -0.0440
Cl  3.00019  2.81180  -15.79480  -0.0907

Force components x, y, z for each atom (eV/Å):
N -0.129 0.174 0.736
C -0.514 -0.121 -1.078
C 0.333 0.860 0.092
C -0.099 -0.664 0.731
C -0.041 1.294 -0.197
N -0.967 -0.749 -1.009
N 0.507 -0.379 0.730
C -0.600 -0.610 -0.646
H 0.230 -0.013 -0.174
H -0.008 0.187 -0.248
H 0.447 -0.025 0.406
H 0.035 -0.106 0.217
H -0.027 -0.051 0.001
H -0.046 0.036 0.159
H 0.126 0.094 -0.064
H 0.146 0.123 0.296
C -0.040 0.226 0.294
Cl -0.158 -0.144 0.066
Cl 0.042 -0.031 -0.075
Cl -0.117 0.187 0.336
Cl -0.047 -0.057 -0.067
C 0.043 0.062 -0.014
Cl -0.248 -0.119 0.106
Cl -0.143 -0.457 -0.403
Cl 0.101 0.029 -0.126
Cl 0.042 -0.110 -0.105
C 0.371 0.003 -0.170
Cl 0.022 -0.146 0.193
Cl 0.630 -0.029 -0.641
Cl -0.092 0.044 0.047
Cl -0.064 -0.049 0.058
C -0.008 0.067 0.107
Cl 0.186 0.548 0.464
Cl 0.155 -0.166 0.138
Cl -0.024 -0.019 -0.041
Cl -0.005 -0.023 0.006
C 0.035 0.044 -0.030
Cl -0.152 0.129 -0.162
Cl -0.028 -0.004 0.013
Cl 0.016 -0.009 0.042
Cl 0.003 -0.055 -0.007
C -0.065 -0.204 -0.166
Cl 0.034 0.083 0.003
Cl 0.099 -0.069 0.107
Cl -0.012 0.073 0.051
Cl 0.022 0.042 0.040
C -0.017 0.086 -0.217
Cl 0.002 -0.079 0.233
Cl -0.170 0.045 0.045
Cl -0.011 0.048 0.054
Cl 0.023 -0.331 0.224
C -0.137 0.115 -0.094
Cl 0.310 0.549 0.100
Cl -0.020 -0.015 0.011
Cl 0.038 -0.013 0.423
Cl -0.023 -0.068 -0.008
C -0.008 -0.017 -0.080
Cl 0.152 -0.127 0.031
Cl -0.212 -0.390 -0.277
Cl 0.009 0.052 0.011
Cl -0.003 -0.005 0.042
C 0.020 -0.127 -0.014
Cl -0.120 0.019 -0.010
Cl 0.011 0.026 -0.017
Cl -0.016 0.015 0.009
Cl 0.007 0.039 0.036
C 0.056 -0.014 0.134
Cl 0.065 -0.085 -0.027
Cl 0.351 -0.245 -0.027
Cl -0.003 0.019 -0.027
Cl -0.024 0.042 0.049
C -0.030 -0.033 -0.090
Cl 0.016 0.034 0.016
Cl 0.037 0.010 -0.440
Cl -0.151 -0.251 0.126
Cl 0.030 -0.012 0.038
C 0.046 0.008 0.009
Cl 0.078 -0.009 -0.002
Cl 0.014 0.045 0.024
Cl -0.041 -0.016 0.014
Cl -0.025 0.011 -0.035
C -0.003 0.008 -0.013
Cl -0.003 -0.043 0.040
Cl 0.011 0.010 0.006
Cl -0.037 -0.016 0.032
Cl 0.195 0.144 -0.133
C -0.032 0.013 -0.047
Cl -0.434 0.343 -0.095
Cl 0.030 -0.046 0.009
Cl 0.007 0.022 0.050
Cl -0.006 -0.011 -0.034
C 0.008 -0.027 0.078
Cl -0.017 0.027 -0.031
Cl 0.030 -0.029 0.010
Cl -0.117 0.152 0.003
Cl 0.470 -0.247 0.055
C -0.037 -0.013 0.058
Cl 0.027 0.017 0.005
Cl 0.041 -0.046 -0.057
Cl -0.006 0.028 -0.035
Cl -0.012 -0.004 0.004
C -0.039 0.060 -0.071
Cl 0.036 0.003 0.033
Cl 0.018 -0.043 -0.002
Cl 0.005 0.003 -0.006
Cl -0.486 0.229 -0.081
C -0.020 0.023 -0.022
Cl -0.028 -0.039 0.017
Cl -0.015 0.009 -0.002
Cl 0.153 0.261 -0.083
Cl 0.015 -0.005 0.034